(1)
{
  "formula": "C21H27N3O3",
  "method": "ωB97M-V/def2-TZVPD",
  "symbols": ["H", "H", "H", "C", "C", "H", "C", "H", "H", "O", "C", "H", "H", "H", "C", "H", "H", "C", "C", "H", "H", "N", "H", "H", "C", "C", "O", "C", "H", "H", "O", "H", "N", "H", "C", "C", "H", "C", "C", "H", "H", "H", "C", "C", "H", "H", "C", "H", "C", "C", "H", "N", "C", "C"],
  "positions_angstrom": [[1.44384, 4.40946, -0.35246], [0.34904, 4.32909, -2.61447], [-1.57534, -0.55504, 0.09994], [4.77318, 3.13870, -4.24490], [-4.40797, -1.61591, 1.55260], [-0.34257, 2.73480, -2.19453], [-6.38956, -0.82408, 0.50358], [-6.13418, -1.19881, -0.49237], [-0.31535, 4.28724, -0.21861], [0.09421, 0.43977, -1.83420], [0.68522, -0.85991, 1.31727], [-3.94836, -0.36359, -0.14598], [-7.45913, -0.94209, 0.66943], [2.49168, -1.53114, 2.26520], [3.14270, -0.03004, -0.02193], [-4.52163, -2.88779, 3.24780], [0.68758, 2.86169, 0.05476], [3.36503, 1.43657, -2.87603], [0.48795, 3.42363, -2.02129], [1.71364, -2.24006, 0.00993], [4.86902, 2.53819, -5.14851], [1.69819, 2.80719, -2.49494], [0.10950, 0.06404, 1.22650], [-2.76910, -3.66554, 4.50114], [2.83681, 0.42476, 1.40979], [-3.84698, -2.38479, 2.57195], [0.39355, -2.87848, 2.52928], [3.59639, 2.69470, -3.45190], [1.68651, -0.21528, 3.12074], [0.25004, -1.53339, -0.71711], [-5.76214, -1.57711, 1.51496], [2.32577, 1.39054, 1.37248], [2.58097, 3.50541, -3.19267], [3.70346, 0.74228, -0.54687], [1.28735, 0.54038, -1.57944], [-1.62159, -1.83887, 1.83419], [4.64891, 4.18148, -4.52160], [-0.15728, -1.95744, 1.96068], [2.13136, 1.54681, -2.25191], [3.73942, -0.94807, 0.00069], [-1.18987, -2.86208, 4.39739], [3.99029, 0.56854, -2.93603], [-2.48035, -2.52139, 2.72296], [1.95436, -0.59047, 2.13088], [3.77400, 0.56138, 1.95079], [-6.12753, 0.23632, 0.57205], [0.58445, 3.76867, -0.53745], [5.68844, 3.02738, -3.66482], [1.11390, -1.32992, -0.08281], [-2.19401, -1.06747, 0.81921], [-1.50385, -4.27713, 3.42202], [1.91107, -0.30870, -0.72453], [-1.96211, -3.37859, 3.83145], [-3.56042, -0.95860, 0.66501]],
  "charge": 0,
  "de_lowest_kj_mol": 281.45,
  "orbital_gap_ev": 9.301
}



(2)
{
  "formula": "C21H27N3O4S",
  "method": "ωB97M-V/def2-TZVPD",
  "symbols": ["O", "H", "H", "H", "H", "H", "O", "H", "H", "H", "H", "O", "C", "H", "S", "C", "H", "C", "C", "O", "C", "H", "C", "H", "C", "H", "H", "C", "H", "N", "C", "C", "H", "C", "H", "H", "C", "C", "C", "N", "H", "C", "C", "H", "C", "N", "C", "H", "H", "C", "C", "H", "H", "H", "H", "C"],
  "positions_angstrom": [[3.57574, -1.35405, 0.23231], [3.01377, -2.86622, -4.10255], [2.83069, 1.06170, -6.26900], [-8.25008, -0.68478, 2.80459], [-2.11855, 0.77515, 0.90172], [5.85389, -0.88681, -3.09685], [2.41618, -1.26808, -5.55190], [2.09887, -1.76082, -2.11451], [-3.24800, 3.56951, 1.10097], [4.63319, -2.93172, -3.35865], [4.93982, -2.01770, -1.01294], [3.29409, 1.81216, -4.39337], [-3.92913, 2.75100, 1.31860], [-8.10651, 1.00844, 3.32240], [-5.34911, -1.51135, 3.32791], [2.45561, -0.70698, 0.64750], [3.01044, -1.24153, 2.63345], [4.92565, -0.30441, -3.15049], [-6.27478, -0.02137, 3.20795], [-0.84824, 1.59035, 3.66129], [1.93874, 1.95860, -4.04284], [-4.84938, 3.14685, 1.73587], [-0.92369, 1.16624, 2.52426], [3.50536, 0.56767, -1.79916], [4.00863, -1.44067, -1.11498], [5.12140, 0.40573, -1.11920], [1.35320, 2.34235, -4.88608], [4.37204, -0.08782, -1.73964], [5.13761, 0.65921, -3.60690], [-2.06307, 1.24447, 1.79116], [1.18415, -0.12414, 2.61562], [3.69665, -2.36671, -3.41353], [1.90690, 2.67307, -3.22219], [0.41461, 0.55861, 0.45802], [-2.99345, -1.09485, 2.82526], [2.91285, -3.23547, -1.59591], [-3.94719, -0.61246, 2.89259], [3.49806, 0.86483, -5.41909], [-4.25723, 0.69662, 2.69454], [-5.57189, 0.99729, 2.87714], [-0.28073, 1.08883, -0.17758], [3.24127, -0.58152, -4.97700], [3.07045, -2.24466, -2.02420], [1.05157, -0.13379, 3.68666], [-7.73093, 0.00022, 3.47338], [3.97715, -1.04837, -3.94637], [0.22698, 0.52104, 1.83292], [1.60923, 0.02696, -1.20296], [-4.16538, 2.22889, 0.39313], [1.51313, -0.04274, -0.13236], [-3.29337, 1.78973, 2.32006], [-3.01316, 2.33251, 3.23243], [1.49907, 1.00656, -3.72410], [4.53388, 0.97912, -5.74996], [-7.93371, -0.31039, 4.49741], [2.27067, -0.73344, 2.03538]],
  "charge": 0,
  "de_lowest_kj_mol": 174.99,
  "orbital_gap_ev": 9.268
}



(3)
{
  "formula": "C21H27N3SSeSi2Tl",
  "method": "ωB97M-V/def2-TZVPD",
  "symbols": ["C", "Se", "C", "Tl", "N", "H", "C", "H", "H", "H", "H", "H", "H", "C", "H", "C", "C", "H", "C", "H", "H", "H", "H", "C", "H", "H", "Si", "H", "H", "C", "H", "H", "N", "C", "C", "C", "N", "C", "Si", "H", "C", "H", "H", "C", "H", "C", "C", "H", "S", "C", "H", "C", "C", "H", "C", "H"],
  "positions_angstrom": [[1.40510, 3.83782, -0.45051], [-1.56676, 1.73941, -2.25622], [2.65297, 0.17189, -1.16950], [-0.65984, -0.53743, -1.07331], [-0.60604, 3.07567, 0.07751], [4.82039, 0.42060, -1.38441], [2.63739, 4.45695, -0.29544], [1.69114, -1.58585, 1.74446], [-0.91044, 1.65340, 2.47467], [-1.74156, 0.42226, 3.41146], [-4.09161, -1.91735, -1.72789], [3.86055, 5.47057, 1.12654], [2.43339, 0.67066, -0.23675], [-3.48535, -2.72130, -2.14774], [-2.64669, -4.11102, 4.22833], [-1.99423, -3.05863, 0.53485], [3.87488, 0.05040, -1.74398], [-3.39884, -2.56022, -3.22340], [-0.38691, 2.74071, -1.20402], [-3.02964, -4.88896, 0.05661], [0.24289, -4.17017, -1.59637], [3.34377, 4.53732, -1.11028], [2.44787, 2.67396, -2.74450], [-1.79853, -2.64919, 2.90932], [-0.61306, -4.01328, -3.14273], [-1.44656, 2.80996, 0.56646], [-0.58228, -0.60085, 1.47303], [-1.21060, -5.11690, -1.90465], [0.83980, 2.44493, -3.47702], [2.91414, 4.97621, 0.95656], [1.51510, 4.08116, -3.31616], [-2.46452, 0.98851, 1.90927], [0.82519, 3.20255, -1.54924], [0.76599, 4.27093, 1.85092], [-0.74161, -4.14286, -2.06652], [1.44970, 3.09569, -2.85736], [1.63486, -0.42912, -1.86840], [-2.46978, -3.82511, 3.19959], [-1.80475, -2.78738, -1.33627], [-1.46133, -2.03693, 3.74083], [0.49205, 3.75035, 0.59459], [1.44275, -1.53618, -3.64636], [2.25344, 5.30685, 2.97094], [-1.51596, 0.74639, 2.39245], [-4.02294, -3.65984, -1.99061], [-1.54395, -2.23605, 1.59505], [-2.91148, -4.62988, 2.16130], [-3.43860, -5.55217, 2.36807], [3.75127, -0.84544, -3.19414], [1.99559, 4.88368, 2.01002], [0.05499, 4.20751, 2.66327], [1.10906, -0.81708, 2.25575], [-2.67259, -4.24258, 0.85340], [1.00185, -1.12486, 3.29930], [2.07930, -1.00361, -2.95498], [1.68104, 0.11388, 2.24423]],
  "charge": 1,
  "de_lowest_kj_mol": 0.00,
  "orbital_gap_ev": 7.496
}



(4)
{
  "formula": "C21H27N4O2SbSe4SiY",
  "method": "ωB97M-V/def2-TZVPD",
  "symbols": ["Sb", "H", "N", "C", "H", "H", "H", "C", "H", "C", "H", "C", "H", "H", "C", "H", "C", "C", "C", "Si", "C", "H", "C", "C", "H", "H", "C", "H", "C", "H", "C", "H", "H", "C", "Se", "Se", "H", "H", "Y", "H", "N", "Se", "H", "H", "H", "C", "C", "O", "C", "O", "H", "C", "H", "N", "C", "H", "Se", "H", "C", "N", "H"],
  "positions_angstrom": [[-0.66134, -6.01904, -1.35653], [-0.15634, -1.31453, 4.23216], [-0.12237, 1.16841, -1.65344], [3.93084, -1.65101, -1.04409], [1.39842, 0.43474, 1.77054], [-5.03717, -3.03609, 2.42035], [7.12405, 1.37219, -0.77881], [1.48466, 2.86705, -1.29853], [0.12333, 5.88778, -1.82754], [0.82048, 5.28233, -1.23951], [-2.30077, 2.37741, 1.89574], [-4.73465, -2.68950, 0.32236], [2.11539, -2.86796, -1.07820], [-4.62944, -1.35838, -2.51719], [-0.80641, -0.44025, 4.30362], [-4.69854, -3.12175, -2.28298], [1.14726, 1.52338, -1.41223], [2.18290, 0.41471, -1.27074], [-2.56306, -1.14783, 1.09869], [-0.93438, 0.44666, 2.65140], [-4.44652, -2.52208, 1.67203], [4.58694, -2.50781, -0.95351], [-3.37665, -1.75544, 2.06916], [0.75198, 1.18383, 2.23836], [0.67593, 5.53551, -0.18161], [-1.61347, 4.15080, -1.77469], [-3.94092, -2.03942, -0.59990], [0.65144, 2.02899, 1.55022], [4.42529, -0.35825, -1.09959], [-2.09499, 1.70383, -1.94568], [-2.16074, 1.86482, 2.85130], [-3.15069, -2.36767, -2.54909], [1.27312, 1.54716, 3.12680], [2.56247, -1.87590, -1.11032], [-1.46643, -6.82449, 0.76420], [-0.57378, -3.37979, -0.83960], [-0.39103, 0.23301, 5.05927], [-1.77573, -0.78076, 4.67137], [-0.66633, -0.99522, -0.79530], [6.34363, -0.73949, -0.26847], [1.72176, -0.84405, -1.22191], [-2.23742, -5.84778, -3.18962], [-3.10287, -1.69623, 3.11308], [-1.82166, 2.59932, 3.58665], [-3.13828, 1.50153, 3.17699], [-1.09478, 2.07721, -1.75892], [5.90911, -0.12353, -1.06222], [2.16263, 5.50729, -1.62881], [3.53385, 0.70835, -1.21940], [6.17382, 1.25258, -0.84931], [-5.51545, -3.35769, -0.00999], [-4.12407, -2.22168, -2.07443], [2.37267, 6.43553, -1.49650], [-1.35451, -0.52925, 1.31647], [-0.81740, 3.42635, -1.66085], [2.49765, 3.18167, -1.10430], [1.73642, -6.14580, -1.82696], [6.33515, -0.45725, -2.01591], [0.49161, 3.82649, -1.41913], [-2.94227, -1.23716, -0.20701], [3.91765, 1.71413, -1.26795]],
  "charge": -1,
  "de_lowest_kj_mol": 206.98,
  "orbital_gap_ev": 3.714
}